Entry from the Open Molecules 2025 dataset: an isolated molecule of C2H2BrF3O in a non-equilibrium geometry (wB97M-V/def2-TZVPD).

Summary:
ΔE to the lowest compared entry with this formula, charge and spin = 230.41 kJ/mol
2S+1 = 3
HOMO-LUMO gap (alpha / beta) = 6.014 / 6.590 eV
<S²> = 2.0047
molecular weight = 178.935 g mol⁻¹

```
9
Properties=species:S:1:pos:R:3:lowdin_spin:R:1
C -0.757 0.210 -0.130 0.479
C -1.521 1.572 -0.019 0.046
O 0.085 0.235 0.911 0.058
F -2.391 1.769 -1.006 0.002
F -2.154 1.729 1.100 0.008
F -0.597 2.511 -0.059 0.027
Br -2.030 -1.279 0.045 1.319
H -0.223 0.078 -0.983 0.035
H 0.175 -0.628 1.347 0.024
```

Entry from the Open Molecules 2025 dataset: C32H66AlBBeBr3Cl2I2N3O20PS as an isolated structure in a non-equilibrium geometry (wB97M-V/def2-TZVPD).

Summary:
net charge = -1
HOMO-LUMO gap = 2.333 eV
molecular weight = 1487.154 g mol⁻¹

```
133
Properties=species:S:1:pos:R:3:lowdin_charge:R:1
C 3.741 4.780 0.057 -0.194
C 3.681 3.974 -1.229 -0.174
C 2.233 3.620 -1.612 -0.153
C 1.908 2.241 -1.037 -0.243
C 1.683 2.379 0.479 -0.019
C 0.785 1.497 -1.712 -0.318
C 1.050 1.159 -3.205 -0.140
O 2.412 1.208 -3.553 -0.147
C 3.157 0.049 -3.167 -0.246
C 2.812 -1.199 -3.939 -0.054
O 0.824 0.221 -1.127 -0.052
B -0.336 -0.173 -0.331 -0.740
C 0.300 -0.626 1.131 -0.541
Br 2.114 -1.180 1.022 0.955
C -0.295 -0.648 2.315 -0.763
C 0.308 -1.023 3.624 -0.178
Br -2.133 -0.179 2.488 0.809
O -1.105 1.080 -0.335 -0.191
C -0.749 1.873 -1.443 -0.267
C -1.201 3.287 -1.033 -0.525
I -1.884 3.398 0.971 1.288
C -1.280 4.390 -1.749 -0.799
C -1.777 5.722 -1.275 -0.209
I -0.722 4.313 -3.754 1.121
H 2.791 5.228 0.342 0.041
H 4.018 4.145 0.891 0.100
H 4.517 5.563 0.047 -0.174
H 4.271 3.078 -1.101 0.127
H 4.088 4.551 -2.051 0.090
H 1.575 4.367 -1.175 0.101
H 2.176 3.592 -2.692 0.076
H 2.819 1.679 -1.170 0.125
H 2.475 1.888 1.036 0.083
H 0.758 1.935 0.824 0.049
H 1.692 3.414 0.803 0.049
H 0.606 0.183 -3.355 0.136
H 0.530 1.837 -3.877 0.048
H 3.116 -0.149 -2.101 0.101
H 4.197 0.295 -3.369 0.119
H 3.514 -1.988 -3.703 0.084
H 1.850 -1.569 -3.591 0.073
H 2.704 -1.024 -5.004 0.078
H -0.860 -1.123 -0.940 0.190
H -0.344 -1.717 4.143 0.069
H 0.478 -0.148 4.245 0.075
H 1.262 -1.513 3.487 0.017
H -1.263 1.564 -2.358 0.127
H -2.846 5.665 -1.087 0.056
H -1.662 6.443 -2.073 0.039
H -1.233 6.057 -0.402 0.059
Al 4.536 7.266 0.569 1.060
C 5.343 3.715 -6.069 -0.059
C 4.064 3.815 -5.254 -0.479
C 2.834 3.844 -6.144 -0.050
O 4.098 5.003 -4.442 -0.076
H 5.445 4.581 -6.731 0.078
H 6.214 3.703 -5.414 0.078
H 5.353 2.811 -6.677 0.084
H 3.998 2.970 -4.568 0.126
H 2.859 4.717 -6.803 0.082
H 1.939 3.914 -5.529 0.032
H 2.761 2.947 -6.759 0.089
H 4.154 5.754 -5.043 0.081
O 2.242 5.304 2.342 0.012
C 2.262 4.840 3.461 -0.514
O 3.434 4.514 3.987 0.011
C 3.592 4.047 5.343 -0.205
C 3.314 2.560 5.411 -0.070
C 0.989 4.574 4.225 0.028
H 2.980 4.629 6.034 0.112
H 4.630 4.250 5.601 0.122
H 2.284 2.346 5.124 0.076
H 3.477 2.181 6.410 0.071
H 3.959 2.023 4.723 0.085
H 0.552 3.619 3.933 0.097
H 0.291 5.369 3.974 0.091
H 1.110 4.602 5.304 0.077
O 4.934 -2.371 1.557 -0.456
Cl 5.427 -2.675 0.226 0.603
O 4.618 -3.715 -0.355 -0.377
O 6.799 -3.113 0.315 -0.378
O 5.346 -1.481 -0.592 -0.407
O -5.841 0.432 3.268 -0.398
Cl -6.680 -0.125 2.229 0.643
O -6.519 -1.551 2.174 -0.364
O -6.237 0.421 0.942 -0.589
O -8.051 0.240 2.459 -0.358
Be -4.142 3.531 0.462 -0.146
O -7.206 -5.406 0.834 -0.281
P -5.892 -5.990 0.441 0.669
N -5.022 -4.618 -0.091 -0.291
C -3.994 -4.589 -1.106 -0.120
C -4.854 -3.539 0.891 -0.113
N -6.443 -7.029 -0.870 -0.317
C -6.116 -6.736 -2.255 -0.156
C -7.871 -7.331 -0.811 -0.161
N -4.601 -7.025 0.785 -0.319
C -3.803 -6.665 1.957 -0.128
C -3.992 -8.023 -0.063 -0.123
H -3.005 -4.907 -0.735 0.082
H -3.888 -3.565 -1.468 0.080
H -4.242 -5.188 -1.977 0.042
H -4.173 -3.830 1.704 0.071
H -5.795 -3.221 1.342 0.044
H -4.440 -2.650 0.416 0.082
H -6.449 -5.737 -2.571 0.093
H -6.586 -7.478 -2.906 0.076
H -5.049 -6.833 -2.457 0.052
H -8.487 -6.505 -1.184 0.081
H -8.187 -7.554 0.205 0.068
H -8.078 -8.213 -1.425 0.073
H -2.963 -6.009 1.698 0.080
H -3.402 -7.554 2.447 0.074
H -4.415 -6.149 2.699 0.078
H -3.398 -7.573 -0.866 0.076
H -4.729 -8.699 -0.489 0.075
H -3.313 -8.642 0.528 0.077
Br -4.321 1.789 0.006 0.666
O -3.626 1.622 -3.216 -0.282
S -3.716 0.267 -3.779 0.231
O -3.558 -0.667 -2.650 -0.163
O -2.636 0.067 -4.748 -0.197
O -5.004 0.053 -4.430 -0.212
C 4.767 -1.627 4.850 -0.007
C 3.742 -1.175 5.852 -0.478
O 3.595 -0.002 6.129 0.025
C 2.895 -2.246 6.496 -0.019
H 5.304 -0.767 4.460 0.085
H 5.480 -2.305 5.324 0.091
H 4.286 -2.141 4.017 0.075
H 3.531 -2.947 7.037 0.084
H 2.333 -2.784 5.732 0.084
H 2.197 -1.787 7.193 0.079
```

Entry from the Open Molecules 2025 dataset: a 2-piece molecular cluster, C4H12N2O overall in a non-equilibrium geometry (wB97M-V/def2-TZVPD).

Summary:
ΔE to the lowest compared entry with this formula, charge and spin = 348.89 kJ/mol
SMILES = CNC(C)=O.CN
HOMO-LUMO gap = 9.967 eV
molecular weight = 104.153 g mol⁻¹

```
19
Properties=species:S:1:pos:R:3:lowdin_charge:R:1
C -2.516 -1.456 0.181 -0.086
N -2.065 -0.217 -0.350 0.021
C -1.247 0.544 0.279 -0.569
C -1.065 1.971 -0.319 -0.037
O -0.714 0.415 1.419 -0.014
H -1.744 -2.235 0.502 0.107
H -3.226 -1.424 1.187 0.153
H -2.912 -1.996 -0.573 0.027
H -2.383 0.054 -1.213 0.111
H -1.166 2.735 0.512 0.085
H -1.637 2.376 -1.338 0.117
H 0.034 2.032 -0.670 0.084
C 2.990 -0.754 -0.419 -0.219
N 2.809 0.339 0.516 -0.116
H 3.913 -0.634 -1.163 0.126
H 3.012 -1.590 0.014 -0.023
H 2.112 -0.580 -1.007 0.051
H 2.092 0.180 1.402 0.132
H 3.714 0.239 1.041 0.052
```

Entry from the Open Molecules 2025 dataset: an isolated molecule of C5H11NS in a non-equilibrium geometry (wB97M-V/def2-TZVPD).

Summary:
ΔE to the lowest compared entry with this formula, charge and spin = 120.81 kJ/mol
SMILES = [H]/N=C(/S)CC(C)C
HOMO-LUMO gap = 9.736 eV
molecular weight = 117.217 g mol⁻¹

```
18
Properties=species:S:1:pos:R:3:lowdin_charge:R:1
H -1.318 0.710 2.133 0.072
N -1.098 -0.300 2.329 0.030
C -0.144 -0.758 1.606 -0.866
S 0.552 -2.137 2.316 0.799
C 0.588 0.088 0.691 -0.244
C 0.162 -0.078 -0.771 -0.375
C -1.335 0.491 -0.977 -0.052
C 1.195 0.654 -1.756 -0.086
H -0.616 -2.640 2.899 -0.067
H 0.535 1.068 0.905 0.079
H 1.695 -0.273 0.830 0.138
H 0.314 -1.138 -1.112 0.136
H -2.082 0.005 -0.341 0.066
H -1.342 1.558 -0.726 0.075
H -1.457 0.395 -2.039 0.057
H 1.046 1.747 -1.863 0.070
H 1.046 0.234 -2.774 0.068
H 2.257 0.375 -1.351 0.101
```

Which value of molecular weight does entry 3 give?
104.153 g mol⁻¹

Which of these has the highest molecular weight?
C32H66AlBBeBr3Cl2I2N3O20PS

Which of these has the highest molecular weight?
C32H66AlBBeBr3Cl2I2N3O20PS

Which value of molecular weight does entry 2 give?
1487.154 g mol⁻¹